Entry 1:
This record from the Open Molecules 2025 dataset describes a cluster of 2 separate species, C3H10OS2 in total in a non-equilibrium geometry. The level of theory is the ωB97M-V functional and the def2-TZVPD basis.

Values from the calculation:
Lowest unoccupied orbital energy   0.6 eV
E_tot   -26990.518 eV
Kohn-Sham gap   9.36 eV
HOMO level   -0.3206 Eh

CARTESIAN COORDINATES (ANGSTROEM)
C: -2.51508 0.81400 1.32762
S: -2.95142 0.46598 -0.38099
S: -2.12388 2.08206 -1.38477
H: -2.90028 1.80529 1.59187
H: -1.43347 0.81598 1.46702
H: -3.03772 0.15695 2.02654
H: -0.85318 1.63915 -1.10849
C: 1.14138 -0.44479 -0.37489
O: 1.35894 0.00132 0.95339
C: 2.23280 -1.43070 -0.86992
H: 0.23504 -1.06206 -0.40568
H: 1.11761 0.34668 -1.11897
H: 2.25981 -0.22684 1.17359
H: 2.62302 -2.07227 -0.07395
H: 1.77000 -2.06538 -1.62017
H: 3.07643 -0.82537 -1.20220

Entry 2:
This record from the Open Molecules 2025 dataset describes a cluster of 2 separate species, C17H22NO5S in total in a non-equilibrium geometry. The level of theory is the ωB97M-V functional and the def2-TZVPD basis.

Values from the calculation:
Lowest unoccupied orbital energy   -4.7 eV
Net charge   +1
E_tot   -40541.722 eV
Kohn-Sham gap   7.10 eV
HOMO level   -0.4354 Eh

CARTESIAN COORDINATES (ANGSTROEM)
C: 2.01851 3.70499 -3.04762
C: 0.60707 3.17125 -3.24291
C: 0.05254 2.93943 -4.48326
C: -1.24432 2.46498 -4.54922
C: -1.99590 2.24477 -3.42294
C: -1.45720 2.48186 -2.16776
C: -2.34360 2.24484 -0.93757
C: -1.48082 2.16108 0.31433
C: -1.50012 3.15681 1.23494
N: -0.70201 3.07912 2.31197
C: 0.11622 2.05489 2.51072
C: 0.14974 1.01163 1.63541
C: -0.65343 1.03399 0.50025
C: -0.61988 -0.11808 -0.49293
O: 0.17921 -0.07574 -1.39331
O: -1.48118 -1.17293 -0.34042
C: -0.15502 2.92849 -2.10832
H: 2.31757 3.41334 -2.03008
H: 2.74581 3.24935 -3.72398
H: 2.03128 4.80042 -3.07995
H: 0.62848 3.13176 -5.38483
H: -1.68866 2.26037 -5.52179
H: -3.01685 1.88559 -3.54370
H: -3.02549 1.39692 -1.05898
H: -2.96264 3.14870 -0.82771
H: -2.12989 4.03820 1.16640
H: -0.69341 3.80908 3.01630
H: 0.78030 2.01370 3.36993
H: 0.78867 0.14498 1.78853
H: -2.37435 -0.89631 -0.59938
H: 0.32922 3.10895 -1.14803
O: 0.17965 -2.79305 2.86836
S: 0.33093 -3.84866 1.90481
O: -0.65612 -4.86965 1.76683
O: 1.75601 -4.52615 2.10397
C: 2.10927 -4.99986 3.41992
C: 1.45263 -6.32775 3.74079
C: 0.63728 -3.13187 0.32992
H: 1.86789 -4.24634 4.17180
H: 3.19154 -5.11879 3.41813
H: 0.37307 -6.21858 3.84375
H: 1.84382 -6.72792 4.67633
H: 1.63122 -7.04838 2.94270
H: 1.42755 -2.39054 0.43318
H: -0.29239 -2.65874 0.00664
H: 0.92780 -3.91016 -0.37125

Entry 3:
This record from the Open Molecules 2025 dataset describes a structure of composition C34H54AsF6N3O4S2Si2Y in a non-equilibrium geometry. The level of theory is the ωB97M-V functional and the def2-TZVPD basis.

Values from the calculation:
Lowest unoccupied orbital energy   2.1 eV
Net charge   -1
E_tot   -164409.293 eV
Kohn-Sham gap   6.52 eV
HOMO level   -0.1624 Eh

CARTESIAN COORDINATES (ANGSTROEM)
Y: 0.00768 -0.40586 0.41330
C: 3.51947 -1.80191 0.74346
C: 4.05374 -1.31717 -0.60562
C: 3.06690 -1.40007 -1.78169
C: 4.57079 0.08098 -0.39777
C: 5.94402 0.27808 -0.36935
C: 6.49172 1.53518 -0.16565
C: 5.63143 2.59370 0.06123
C: 4.24918 2.42913 0.07588
C: 3.39987 3.61540 0.51276
C: 3.42779 4.75690 -0.50601
C: 3.83674 4.12543 1.89141
C: 3.68383 1.16121 -0.20594
N: 2.29445 1.00825 -0.31206
C: 1.74140 1.88957 -1.20141
C: 0.50468 2.39250 -1.10490
N: -1.39419 1.38036 -0.18724
C: -2.43490 2.17279 -0.67325
C: -3.34213 1.53891 -1.56150
C: -4.37422 2.25832 -2.13663
C: -4.55916 3.60386 -1.86991
C: -3.68662 4.21672 -0.99345
C: -2.63788 3.54151 -0.37382
C: -1.80062 4.37447 0.59546
C: -2.66526 5.00100 1.69695
C: -1.00141 5.45027 -0.14636
C: -3.20575 0.07325 -1.94686
C: -2.75953 -0.05935 -3.40561
C: -4.49889 -0.70678 -1.69112
H: 3.18213 -2.83316 0.72172
H: 2.69656 -1.16819 1.07572
H: 4.30168 -1.71047 1.49965
H: 4.90709 -1.95321 -0.85919
H: 2.36588 -0.57047 -1.75572
H: 2.50682 -2.32841 -1.77073
H: 3.61152 -1.33862 -2.72692
H: 6.59724 -0.57426 -0.52666
H: 7.56448 1.68226 -0.17144
H: 6.04655 3.57610 0.25858
H: 2.36968 3.28186 0.61911
H: 4.44913 5.11357 -0.66138
H: 2.82117 5.59659 -0.15854
H: 3.03588 4.43350 -1.47119
H: 4.82264 4.59420 1.85656
H: 3.87655 3.30484 2.60924
H: 3.12365 4.86613 2.25977
H: 2.34491 2.22545 -2.04924
H: 0.01983 3.00332 -1.85508
H: -5.04960 1.75969 -2.82215
H: -5.37502 4.15664 -2.31792
H: -3.82867 5.26504 -0.76051
H: -1.07422 3.74235 1.09002
H: -3.34322 5.75877 1.29954
H: -2.02395 5.47246 2.44400
H: -3.26182 4.23793 2.19948
H: -1.67020 6.14833 -0.65568
H: -0.34771 5.00074 -0.89567
H: -0.38186 6.01741 0.55224
H: -2.42110 -0.36622 -1.32951
H: -3.52665 0.32882 -4.07907
H: -2.57645 -1.10615 -3.66219
H: -1.84137 0.50625 -3.57667
H: -5.34385 -0.23583 -2.19463
H: -4.72145 -0.73516 -0.62436
H: -4.41304 -1.72765 -2.06639
F: 0.70082 0.41959 4.67431
C: 0.30959 0.28530 3.42670
F: -0.04572 -1.00480 3.23261
F: 1.42034 0.42020 2.59931
S: -0.83536 1.75604 2.79012
O: -0.18336 2.16752 0.06624
O: -0.43846 2.75065 3.78029
N: -2.31052 1.22284 3.19025
S: -3.02788 0.16847 2.30007
O: -4.16489 0.57829 1.54245
O: -2.09172 -0.76888 1.63851
C: -3.75946 -0.83593 3.67756
F: -4.33753 -0.03654 4.56992
F: -2.81397 -1.54734 4.29470
F: -4.68606 -1.67073 3.20593
C: 0.48635 -5.06300 -2.33984
Si: 1.34074 -4.74877 -0.68317
C: 1.32994 -6.28564 0.42649
C: 3.18232 -4.76813 -1.16892
As: 0.28512 -3.13035 0.73459
Si: -1.84593 -4.11051 0.38391
C: -2.88849 -3.82402 1.91447
C: -2.67844 -3.40588 -1.15403
C: -2.02170 -5.99208 0.18019
H: 1.07871 -5.76987 -2.92616
H: 0.40712 -4.13421 -2.91035
H: -0.51638 -5.46892 -2.22729
H: 1.59288 -7.19365 -0.12441
H: 0.37972 -6.44117 0.92222
H: 2.08104 -6.13174 1.20600
H: 3.44862 -5.82346 -1.26939
H: 3.84323 -4.33224 -0.42059
H: 3.38281 -4.28124 -2.12178
H: -2.81132 -2.79406 2.24212
H: -2.53245 -4.46298 2.72527
H: -3.94123 -4.05088 1.72886
H: -2.53623 -2.32576 -1.20867
H: -3.75382 -3.60264 -1.13779
H: -2.26221 -3.84590 -2.06092
H: -1.74983 -6.51952 1.09539
H: -1.45866 -6.42752 -0.64229
H: -3.08404 -6.18164 -0.00196